Entry from OMol25: C25H22AuN2O6S7 as an isolated structure in a non-equilibrium geometry (ωB97M-V/def2-TZVPD).

Each line ends with the Mulliken charge.
Cartesian coordinates (Å):
Au (-2.200, 0.319, 0.842)  1.60
S (2.106, 6.143, -0.056)  -0.29
C (1.065, 4.892, 0.097)  0.09
S (-0.007, 4.341, -1.163)  -0.04
C (-0.874, 3.136, -0.222)  0.13
C (-0.412, 2.955, 1.067)  0.15
S (-1.054, 1.906, 2.233)  -0.29
S (0.928, 3.961, 1.562)  -0.08
S (-2.196, 2.372, -0.917)  -0.55
C (6.449, 0.237, -1.947)  -1.43
C (4.954, 0.190, -1.992)  1.03
C (4.266, 0.079, -3.196)  -0.92
C (2.881, 0.059, -3.213)  -0.93
C (2.186, 0.179, -2.025)  -0.09
C (2.851, 0.315, -0.823)  -0.49
C (4.234, 0.288, -0.805)  -0.80
S (0.404, 0.237, -2.076)  1.44
O (0.038, 1.210, -3.068)  -0.74
O (-0.082, 0.403, -0.730)  -0.12
N (-0.001, -1.300, -2.620)  -0.30
C (-1.177, -1.895, -1.996)  -0.66
C (-2.475, -1.185, -2.354)  0.11
C (-3.583, -1.436, -1.299)  0.20
O (-4.697, -1.756, -1.682)  -0.74
O (-3.247, -1.299, -0.081)  -0.83
H (6.888, 0.038, -2.921)  0.35
H (6.820, -0.493, -1.231)  0.33
H (6.775, 1.221, -1.611)  0.32
H (4.808, 0.017, -4.130)  0.32
H (2.322, -0.028, -4.131)  0.40
H (2.276, 0.442, 0.080)  0.90
H (4.766, 0.338, 0.134)  0.32
H (-0.103, -1.259, -3.625)  0.34
H (-1.017, -1.832, -0.919)  0.02
H (-1.221, -2.950, -2.282)  0.50
H (-2.846, -1.493, -3.333)  0.38
H (-2.305, -0.106, -2.372)  0.08
O (4.612, -3.367, 3.520)  -0.50
C (4.148, -2.494, 2.587)  0.59
O (4.893, -2.073, 1.738)  -0.55
C (2.722, -2.148, 2.697)  0.44
C (2.030, -2.138, 3.914)  -0.98
C (0.696, -1.804, 3.960)  -0.94
C (0.002, -1.489, 2.783)  0.36
S (-1.695, -1.174, 2.866)  -0.47
C (0.699, -1.489, 1.573)  -0.14
C (2.035, -1.805, 1.531)  -0.42
H (3.888, -3.666, 4.088)  0.31
H (2.557, -2.336, 4.841)  0.40
H (0.162, -1.771, 4.897)  0.45
H (0.174, -1.221, 0.674)  0.12
H (2.574, -1.821, 0.597)  0.62
C (-7.279, 1.080, 0.921)  -0.15
C (-6.530, 1.026, -0.242)  -1.12
C (-5.152, 1.112, -0.147)  0.15
N (-4.516, 1.227, 1.007)  0.04
C (-5.230, 1.264, 2.122)  -0.22
C (-6.613, 1.200, 2.131)  -0.71
H (-8.357, 1.036, 0.882)  0.37
H (-6.992, 0.906, -1.207)  0.39
H (-4.534, 1.097, -1.033)  0.47
H (-4.663, 1.367, 3.037)  0.40
H (-7.152, 1.236, 3.066)  0.38

Charge: -1
Lowest unoccupied orbital energy (spin up / spin down) in hartree: 0.01531 / 0.03271
Strongest force on any atom in eV Å⁻¹: 1.85
Energy above the lowest of the compared OMol25 structures with the same formula, charge and spin in kJ/mol: 149.9
E_tot in Ha: -4449.92311
2S+1: 1

---

Entry from OMol25: C25H22AuN7O7 as an isolated structure (ωB97M-V/def2-TZVPD).

Each line ends with the Mulliken charge.
Cartesian coordinates (Å):
Au (-0.637, -0.315, -0.249)  3.18
C (-0.630, -0.365, 2.735)  -0.83
C (-2.111, -0.732, 2.717)  -0.94
C (-3.009, 0.005, 1.746)  0.74
C (-4.274, 0.403, 2.155)  -0.99
C (-5.124, 1.036, 1.266)  -0.39
C (-4.693, 1.277, -0.030)  -0.90
C (-3.426, 0.873, -0.383)  -0.34
N (-2.613, 0.244, 0.486)  0.12
N (0.188, -1.051, 1.699)  -0.17
C (1.578, -0.528, 1.674)  -1.68
C (2.251, -0.803, 0.353)  1.18
C (3.621, -0.932, 0.231)  -0.98
C (4.166, -1.120, -1.030)  -0.45
C (3.329, -1.197, -2.135)  -1.03
C (1.969, -1.067, -1.944)  -0.35
N (1.453, -0.864, -0.722)  0.13
C (0.131, -2.534, 1.738)  -1.36
C (-0.782, -3.174, 0.715)  0.66
C (-1.088, -4.521, 0.783)  -1.16
C (-1.891, -5.077, -0.199)  -0.33
C (-2.378, -4.275, -1.223)  -0.88
C (-2.042, -2.940, -1.229)  -0.23
N (-1.256, -2.412, -0.274)  -0.16
H (-0.213, -0.635, 3.710)  0.52
H (-0.486, 0.708, 2.601)  0.32
H (-2.488, -0.519, 3.716)  0.63
H (-2.253, -1.809, 2.580)  0.31
H (-4.581, 0.222, 3.177)  0.49
H (-6.110, 1.348, 1.585)  0.43
H (-5.321, 1.778, -0.753)  0.47
H (-3.026, 1.065, -1.370)  0.55
H (2.146, -0.980, 2.491)  0.77
H (1.537, 0.550, 1.847)  0.26
H (4.251, -0.885, 1.111)  0.56
H (5.238, -1.213, -1.150)  0.49
H (3.720, -1.360, -3.130)  0.52
H (1.269, -1.125, -2.769)  0.56
H (-0.168, -2.846, 2.740)  0.61
H (1.140, -2.915, 1.578)  0.59
H (-0.704, -5.125, 1.595)  0.53
H (-2.139, -6.130, -0.164)  0.46
H (-3.010, -4.677, -2.004)  0.47
H (-2.395, -2.263, -1.998)  0.55
O (3.671, 4.502, -3.989)  -0.59
N (3.572, 4.726, -2.802)  1.04
O (4.157, 5.587, -2.186)  -0.59
C (2.593, 3.917, -2.050)  -0.78
C (2.492, 4.075, -0.673)  -0.56
C (1.622, 3.280, 0.022)  -0.29
C (0.752, 2.347, -0.590)  0.93
O (-0.106, 1.702, 0.128)  -0.83
C (0.894, 2.258, -2.005)  0.21
C (1.821, 3.018, -2.721)  -0.35
N (0.075, 1.369, -2.799)  1.04
O (0.308, 1.219, -3.963)  -0.56
O (-0.895, 0.753, -2.267)  -0.63
N (1.619, 3.434, 1.489)  0.88
O (1.817, 4.539, 1.925)  -0.55
O (1.456, 2.430, 2.167)  -0.62
H (3.104, 4.806, -0.162)  0.64
H (1.910, 2.917, -3.793)  0.69

Charge: +2
Lowest unoccupied orbital energy (spin up / spin down) in hartree: -0.24743 / -0.31743
Strongest force on any atom in eV Å⁻¹: 0.55
Energy above the lowest of the compared OMol25 structures with the same formula, charge and spin in kJ/mol: 9.9
E_tot in Ha: -2010.66453
2S+1: 3

---

Entry from OMol25: C25H22Br6N4O6 as an isolated structure in a non-equilibrium geometry (ωB97M-V/def2-TZVPD).

Each line ends with the Mulliken charge.
Cartesian coordinates (Å):
C (-0.233, 21.852, -2.921)  -0.32
Br (1.697, 21.702, -2.915)  -0.01
Br (-0.923, 21.371, -4.756)  -0.01
Br (-0.944, 23.710, -2.454)  -0.02
H (-0.505, 21.121, -2.160)  0.37
C (6.513, 29.325, -4.815)  -0.30
Br (8.433, 29.117, -5.196)  -0.01
Br (5.600, 30.175, -6.345)  -0.01
Br (6.163, 30.297, -3.123)  -0.02
H (6.076, 28.333, -4.697)  0.34
C (7.073, 24.109, -9.448)  -0.32
C (6.746, 24.703, -10.641)  -0.54
C (5.475, 25.300, -10.869)  -0.33
C (4.518, 25.080, -9.854)  0.21
C (4.897, 24.345, -8.717)  -0.10
C (6.130, 23.934, -8.418)  -0.55
N (3.086, 25.360, -10.099)  0.78
O (2.674, 26.397, -10.709)  -0.51
O (2.299, 24.721, -9.396)  -0.52
H (7.974, 23.518, -9.377)  0.36
H (7.596, 24.775, -11.303)  0.33
H (5.170, 25.962, -11.666)  0.44
H (4.188, 24.104, -7.938)  0.36
H (6.345, 23.531, -7.439)  0.40
C (-9.137, 24.199, -5.938)  -0.39
C (-8.923, 25.015, -4.910)  -0.46
C (-8.186, 24.548, -3.735)  -0.38
C (-7.768, 23.132, -3.710)  0.28
C (-8.074, 22.280, -4.828)  -0.44
C (-8.780, 22.830, -5.880)  -0.32
N (-6.981, 22.631, -2.544)  0.89
O (-6.769, 21.474, -2.415)  -0.55
O (-6.833, 23.422, -1.562)  -0.58
H (-9.766, 24.581, -6.728)  0.36
H (-9.368, 25.999, -4.886)  0.37
H (-7.954, 25.060, -2.814)  0.46
H (-7.843, 21.250, -4.599)  0.43
H (-9.180, 22.254, -6.701)  0.34
C (-5.420, 27.516, -13.356)  -0.37
C (-4.180, 28.081, -13.663)  -0.33
C (-3.552, 27.876, -14.938)  -0.45
C (-4.285, 27.094, -15.888)  0.21
C (-5.546, 26.515, -15.540)  -0.27
C (-6.084, 26.704, -14.287)  -0.44
N (-3.581, 26.685, -17.123)  0.98
O (-2.463, 27.041, -17.388)  -0.61
O (-4.185, 26.053, -17.911)  -0.60
H (-5.685, 27.811, -12.351)  0.36
H (-3.734, 28.699, -12.897)  0.37
H (-2.563, 28.243, -15.169)  0.42
H (-5.982, 25.795, -16.216)  0.40
H (-7.056, 26.270, -14.107)  0.35
N (-4.301, 29.512, -7.053)  -0.53
C (-3.644, 28.328, -6.747)  -0.26
C (-2.300, 28.323, -6.655)  -0.26
C (-1.578, 29.494, -6.898)  -0.24
C (-2.269, 30.658, -7.189)  -0.29
C (-3.643, 30.732, -7.142)  -0.21
H (-4.197, 27.513, -6.304)  0.37
H (-1.828, 27.413, -6.316)  0.35
H (-0.506, 29.453, -6.777)  0.37
H (-1.709, 31.565, -7.357)  0.32
H (-4.172, 31.664, -7.275)  0.37

Lowest unoccupied orbital energy in hartree: -0.03222
Strongest force on any atom in eV Å⁻¹: 4.77
Energy above the lowest of the compared OMol25 structures with the same formula, charge and spin in kJ/mol: 289.5
E_tot in Ha: -17079.94981
2S+1: 1